1.
Computed, not measured: 2 unconnected molecules or ions with the total composition C3H10N2S2, with ωB97M-V/def2-TZVPD.

## Properties
molecular weight: 138.26 g/mol
calculated total energy: -1026.17983 Ha

Geometry as XYZ:
```
17
Properties=species:S:1:pos:R:3:forces:R:3:mulliken_charge:R:1
N -1.439697 0.435699 1.683537 -0.220 -0.047 0.628 -0.3675
C -0.417845 1.243647 2.118728 0.356 0.039 -0.105 -0.0396
N 0.698196 1.316310 1.514738 -0.155 -0.102 0.124 -0.5033
H -2.140795 0.237833 2.379513 -0.030 -0.003 -0.061 0.2477
H -1.166516 -0.378443 1.159114 0.116 0.059 -0.156 0.1768
H -0.652917 1.830821 3.010231 -0.173 0.021 -0.074 0.3110
H 1.293718 1.987120 1.988986 0.071 0.002 -0.097 0.2044
C -0.992953 0.029666 -1.379653 1.114 0.239 -0.123 -1.4309
C 0.125879 -1.011494 -1.351616 -0.131 -0.236 0.065 -0.2905
S 1.588990 -0.297961 -2.161165 0.028 -0.186 0.011 -0.1150
S 2.992713 -1.774038 -1.888524 -0.071 0.150 -0.022 -0.2429
H -1.164305 0.358175 -2.404519 -0.406 -0.226 -0.036 0.4261
H -0.611610 0.906694 -0.853026 -0.302 0.023 0.168 0.3693
H -1.883689 -0.344616 -0.886401 -0.211 0.082 -0.241 0.3181
H -0.155428 -1.933965 -1.861428 0.022 0.069 -0.098 0.4606
H 0.402473 -1.282162 -0.330630 0.030 0.148 0.020 0.3176
H 3.523786 -1.323287 -0.737883 -0.039 -0.032 -0.004 0.1579
```
Positions in Å, forces in eV/Å.

---

2.
Computed, not measured: 2 unconnected molecules or ions with the total composition C3H10N3, with ωB97M-V/def2-TZVPD.

## Properties
molecular weight: 88.13 g/mol
net charge: +1
calculated total energy: -284.18522 Ha

Geometry as XYZ:
```
16
Properties=species:S:1:pos:R:3:forces:R:3:mulliken_charge:R:1
C 0.269593 -1.135456 0.349521 -0.413 2.242 -0.421 0.5265
C 0.779995 -2.211558 -0.140357 -1.710 -1.320 -2.325 -0.7047
C -0.333818 -0.211493 2.385526 0.394 0.166 0.626 -0.7543
N -0.409449 1.239402 0.337366 1.449 -5.390 -0.294 -0.3719
N -0.257871 -0.095497 0.866896 0.550 0.743 1.198 0.3513
N -0.145645 1.309941 -2.420840 1.684 1.233 -1.428 -0.8838
H 0.047253 -2.805884 -0.873098 1.580 0.957 1.984 0.2480
H 0.815027 1.348166 -2.799309 0.193 -0.141 0.872 0.2629
H 1.824858 -2.544502 -0.117771 -0.434 0.435 0.175 0.3052
H 0.696919 -0.492757 2.694453 -0.831 -0.130 -0.121 0.3478
H -0.404079 0.839730 2.770473 -0.787 -1.212 -0.184 0.3076
H -1.077739 -1.014215 2.726223 0.884 1.669 -0.579 0.2871
H -0.692503 2.000360 0.843115 -0.887 1.397 2.165 0.2247
H -0.483481 2.008974 -3.079612 -0.797 0.654 0.532 0.2700
H -0.189121 1.250775 -0.623501 0.031 0.521 -1.825 0.3372
H -0.439939 0.514015 -2.919084 -0.905 -1.824 -0.375 0.2463
```
Positions in Å, forces in eV/Å.

---

3.
Computed, not measured: 2 unconnected molecules or ions with the total composition C3H10N3, with ωB97M-V/def2-TZVPD.

## Properties
molecular weight: 88.13 g/mol
net charge: +1
calculated total energy: -284.16286 Ha

Geometry as XYZ:
```
16
Properties=species:S:1:pos:R:3:forces:R:3:mulliken_charge:R:1
C -2.723996 -0.258009 0.057166 0.928 -2.671 1.011 -0.5719
C -2.471243 0.967436 0.461408 -0.267 0.274 -2.055 -0.5626
C 1.207549 0.895317 -0.667037 -0.873 2.754 -1.403 -0.2810
N 0.451744 -0.370815 -0.532887 1.560 0.387 1.637 -0.1268
N 2.431418 0.782245 -0.294284 -4.008 -4.305 -0.058 0.1941
N 2.749275 -0.499202 0.248179 0.423 0.975 0.413 -0.6443
H -3.009257 -1.103816 0.787415 0.081 1.528 -1.354 0.2684
H -2.377028 -0.574146 -0.934966 -0.666 0.014 0.186 0.3235
H -2.184169 1.706593 -0.275380 0.302 0.130 0.069 0.2962
H -2.786523 1.323435 1.372967 -0.374 0.672 2.146 0.3017
H 0.098630 -0.597483 -1.425128 -1.064 -0.052 -1.380 0.3554
H -0.327420 -0.257202 0.158338 0.224 -0.144 -0.560 0.2567
H 3.114644 1.432919 -0.403840 2.113 2.635 -0.340 0.1804
H 3.728393 -0.554968 0.187193 1.612 -0.777 0.167 0.2720
H 1.188777 -1.062114 -0.296244 -0.467 -0.632 0.383 0.4395
H 2.485659 -0.319933 1.197768 0.476 -0.789 1.139 0.2987
```
Positions in Å, forces in eV/Å.

---

4.
Computed, not measured: a gas-phase ion, C3H10N3 (charge +1), with ωB97M-V/def2-TZVPD.

## Properties
molecular weight: 88.13 g/mol
net charge: +1
calculated total energy: -284.17322 Ha

Geometry as XYZ:
```
16
Properties=species:S:1:pos:R:3:forces:R:3:mulliken_charge:R:1
C -0.710612 0.993145 -0.349466 -0.236 3.041 0.508 -0.3399
C 0.775651 0.544001 -0.298331 -2.930 0.220 -0.296 -0.7586
C 0.692631 -1.158823 1.673178 1.049 -1.515 -1.097 -0.8280
N -1.366279 -0.116389 -0.954414 0.514 -0.397 1.252 -0.1091
N -1.523820 0.009144 -2.206754 0.486 1.304 -0.627 -0.2072
N 1.250139 0.074549 1.014962 -1.503 -0.058 -0.257 -0.0255
H -1.194230 1.320758 0.668603 1.021 -1.105 -1.695 0.3219
H -0.834946 1.959276 -0.993109 0.291 -1.472 0.884 0.3225
H 0.932732 -0.157023 -1.094296 0.775 -0.403 -0.167 0.3590
H 1.095242 -1.225999 2.667871 0.268 0.055 0.407 0.3904
H -0.384011 -1.127830 1.737244 -0.220 0.228 -0.348 0.3240
H 1.047464 -2.045809 1.089081 -0.569 0.761 0.496 0.3148
H -1.689924 -0.803425 -2.751343 -0.399 -0.723 -0.396 0.2507
H -1.311077 0.893897 -2.693528 -0.150 -0.458 0.258 0.2513
H 2.235920 0.043021 0.820861 0.833 -0.172 0.924 0.3681
H 0.985119 0.797506 1.669443 0.771 0.694 0.155 0.3657
```
Positions in Å, forces in eV/Å.

---

5.
Computed, not measured: 2 unconnected molecules or ions with the total composition C3H10N3, with ωB97M-V/def2-TZVPD.

## Properties
molecular weight: 88.13 g/mol
net charge: +1
calculated total energy: -284.29708 Ha

Geometry as XYZ:
```
16
Properties=species:S:1:pos:R:3:forces:R:3:mulliken_charge:R:1
C 0.816968 1.961014 0.025510 -0.674 -0.515 -0.100 -0.1080
C 0.020442 -1.806698 0.643094 -0.242 0.833 -0.721 0.0861
C -0.900740 -0.522938 -1.092122 -0.118 -0.299 -0.089 -0.9199
N -0.055214 -0.664710 0.056938 0.487 0.103 0.601 -0.3179
N -0.190004 2.479613 -0.581003 0.443 0.037 0.257 -0.1500
N 0.784247 -2.020440 1.715005 0.291 -0.212 0.466 -0.3218
H 1.663546 1.593078 -0.532096 0.035 0.033 -0.129 0.2952
H -0.537962 -2.672357 0.284096 -0.030 -0.026 0.026 0.2575
H -1.567028 -1.379449 -1.234254 -0.040 0.059 -0.089 0.3987
H -1.524537 0.367759 -0.981509 -0.119 -0.072 -0.111 0.2333
H -0.288147 -0.412514 -1.990130 -0.093 0.047 -0.127 0.2858
H 1.335880 -1.273110 2.099193 0.000 -0.055 -0.004 0.1967
H -0.225579 2.544860 -1.592040 0.012 -0.022 0.039 0.2929
H -0.994801 2.827191 -0.067976 0.101 -0.050 -0.051 0.2805
H 0.839497 -2.926090 2.144902 -0.019 0.050 -0.031 0.2195
H 0.823432 1.904790 1.102392 -0.035 0.090 0.063 0.2713
```
Positions in Å, forces in eV/Å.

---

6.
Computed, not measured: 2 unconnected molecules or ions with the total composition C3H10N3O, with ωB97M-V/def2-TZVPD.

## Properties
molecular weight: 104.13 g/mol
calculated total energy: -359.69228 Ha
multiplicity: 2

Geometry as XYZ:
```
17
Properties=species:S:1:pos:R:3:forces:R:3:mulliken_charge:R:1
C 0.799785 -2.461820 -0.013573 0.621 0.146 0.763 -0.8530
N -0.169574 -1.585922 -0.689453 0.604 0.167 -0.748 -0.3495
C 0.627563 -0.487856 -1.375499 -2.434 -0.131 2.451 -0.3997
O 1.543903 -0.950382 -2.168136 1.110 0.484 -1.082 -0.3433
H 1.471455 -2.897261 -0.753322 0.139 -0.266 0.240 0.3350
H 0.397121 -3.226134 0.653213 -0.646 -0.133 -0.605 0.3014
H 1.421778 -1.911253 0.716402 -0.201 0.340 -0.574 0.3008
H -0.529432 -2.130385 -1.492288 -0.064 0.337 0.697 0.2461
H 1.034412 0.154624 -0.500893 0.109 -0.684 -1.244 0.3608
H -0.177145 0.180219 -1.827677 1.062 -0.349 -0.248 0.3682
N -1.157142 0.986543 0.745829 0.066 1.131 0.973 -0.4479
C -0.761455 2.247172 1.199330 -1.093 -1.092 1.735 0.0831
N -1.035348 2.651504 2.396313 -0.037 -1.021 -1.062 -0.6745
H -0.893328 0.489983 -0.091216 -0.010 0.578 0.367 0.2558
H -1.545423 0.408680 1.463050 -0.232 -0.295 0.201 0.2159
H -0.245986 2.797368 0.473191 0.827 1.031 -1.140 0.3694
H -0.745587 3.587357 2.674261 0.179 -0.244 -0.725 0.2314
```
Positions in Å, forces in eV/Å.

---

- The lowest calculated total energy belongs to which entry?
  C3H10N2S2

---

- Which of these has the highest molecular weight?
  C3H10N2S2

---

Repeat the sixth record exactly.
Computed, not measured: 2 unconnected molecules or ions with the total composition C3H10N3O, with ωB97M-V/def2-TZVPD.

## Properties
molecular weight: 104.13 g/mol
calculated total energy: -359.69228 Ha
multiplicity: 2

Geometry as XYZ:
```
17
Properties=species:S:1:pos:R:3:forces:R:3:mulliken_charge:R:1
C 0.799785 -2.461820 -0.013573 0.621 0.146 0.763 -0.8530
N -0.169574 -1.585922 -0.689453 0.604 0.167 -0.748 -0.3495
C 0.627563 -0.487856 -1.375499 -2.434 -0.131 2.451 -0.3997
O 1.543903 -0.950382 -2.168136 1.110 0.484 -1.082 -0.3433
H 1.471455 -2.897261 -0.753322 0.139 -0.266 0.240 0.3350
H 0.397121 -3.226134 0.653213 -0.646 -0.133 -0.605 0.3014
H 1.421778 -1.911253 0.716402 -0.201 0.340 -0.574 0.3008
H -0.529432 -2.130385 -1.492288 -0.064 0.337 0.697 0.2461
H 1.034412 0.154624 -0.500893 0.109 -0.684 -1.244 0.3608
H -0.177145 0.180219 -1.827677 1.062 -0.349 -0.248 0.3682
N -1.157142 0.986543 0.745829 0.066 1.131 0.973 -0.4479
C -0.761455 2.247172 1.199330 -1.093 -1.092 1.735 0.0831
N -1.035348 2.651504 2.396313 -0.037 -1.021 -1.062 -0.6745
H -0.893328 0.489983 -0.091216 -0.010 0.578 0.367 0.2558
H -1.545423 0.408680 1.463050 -0.232 -0.295 0.201 0.2159
H -0.245986 2.797368 0.473191 0.827 1.031 -1.140 0.3694
H -0.745587 3.587357 2.674261 0.179 -0.244 -0.725 0.2314
```
Positions in Å, forces in eV/Å.

---

What did the first record say?
Computed, not measured: 2 unconnected molecules or ions with the total composition C3H10N2S2, with ωB97M-V/def2-TZVPD.

## Properties
molecular weight: 138.26 g/mol
calculated total energy: -1026.17983 Ha

Geometry as XYZ:
```
17
Properties=species:S:1:pos:R:3:forces:R:3:mulliken_charge:R:1
N -1.439697 0.435699 1.683537 -0.220 -0.047 0.628 -0.3675
C -0.417845 1.243647 2.118728 0.356 0.039 -0.105 -0.0396
N 0.698196 1.316310 1.514738 -0.155 -0.102 0.124 -0.5033
H -2.140795 0.237833 2.379513 -0.030 -0.003 -0.061 0.2477
H -1.166516 -0.378443 1.159114 0.116 0.059 -0.156 0.1768
H -0.652917 1.830821 3.010231 -0.173 0.021 -0.074 0.3110
H 1.293718 1.987120 1.988986 0.071 0.002 -0.097 0.2044
C -0.992953 0.029666 -1.379653 1.114 0.239 -0.123 -1.4309
C 0.125879 -1.011494 -1.351616 -0.131 -0.236 0.065 -0.2905
S 1.588990 -0.297961 -2.161165 0.028 -0.186 0.011 -0.1150
S 2.992713 -1.774038 -1.888524 -0.071 0.150 -0.022 -0.2429
H -1.164305 0.358175 -2.404519 -0.406 -0.226 -0.036 0.4261
H -0.611610 0.906694 -0.853026 -0.302 0.023 0.168 0.3693
H -1.883689 -0.344616 -0.886401 -0.211 0.082 -0.241 0.3181
H -0.155428 -1.933965 -1.861428 0.022 0.069 -0.098 0.4606
H 0.402473 -1.282162 -0.330630 0.030 0.148 0.020 0.3176
H 3.523786 -1.323287 -0.737883 -0.039 -0.032 -0.004 0.1579
```
Positions in Å, forces in eV/Å.